(1)
Below is C41H40F5N10NaO3 as an isolated structure, with properties calculated with wB97M-V/def2-TZVPD.

Last column: Mulliken charge in e.
CARTESIAN COORDINATES (ANGSTROEM)
Na (0.128, -0.340, -0.495)  0.546
C (1.834, 1.981, -2.455)  -1.190
N (2.036, 0.984, -1.419)  0.927
C (2.758, -0.151, -1.957)  -1.285
C (2.712, 1.568, -0.267)  -0.841
C (2.969, 0.608, 0.888)  -1.295
N (1.736, -0.030, 1.303)  0.533
C (1.736, -0.912, 2.288)  -0.155
C (0.526, -1.618, 2.573)  0.425
F (-0.564, -1.354, 1.792)  0.032
C (0.389, -2.569, 3.547)  0.008
F (-0.820, -3.172, 3.687)  -0.246
C (1.432, -2.933, 4.384)  -0.937
C (2.626, -2.264, 4.153)  0.307
F (3.690, -2.550, 4.931)  -0.343
C (2.785, -1.309, 3.176)  -0.041
F (4.009, -0.726, 3.080)  -0.363
H (2.792, 2.333, -2.875)  0.353
H (1.301, 2.841, -2.050)  0.239
H (1.230, 1.560, -3.259)  0.238
H (3.805, 0.095, -2.208)  0.267
H (2.255, -0.513, -2.852)  0.395
H (2.754, -0.981, -1.253)  0.323
H (2.092, 2.399, 0.092)  0.061
H (3.682, 2.003, -0.574)  0.417
H (3.434, 1.208, 1.682)  0.528
H (3.728, -0.126, 0.587)  0.492
H (1.328, -3.681, 5.153)  0.483
N (0.178, 2.947, 2.264)  0.142
C (-0.402, 1.869, 1.686)  -0.845
N (-0.922, 1.841, 0.509)  -0.282
C (-0.849, 2.990, -0.279)  -0.115
N (-1.223, 3.002, -1.505)  -1.061
N (-1.485, 1.778, -2.055)  0.743
C (-2.628, 1.585, -2.564)  -1.046
C (-2.910, 0.267, -3.183)  0.949
C (-4.205, -0.238, -3.149)  -0.638
C (-4.422, -1.535, -3.586)  -0.374
C (-3.344, -2.269, -4.051)  -0.543
C (-2.095, -1.657, -4.090)  -0.422
N (-1.876, -0.414, -3.680)  -0.409
C (-0.306, 4.228, 0.312)  1.258
C (-0.262, 5.440, -0.377)  -0.272
C (0.315, 6.555, 0.196)  -0.823
C (0.866, 6.471, 1.476)  -0.408
C (0.830, 5.283, 2.175)  -1.037
C (0.240, 4.163, 1.591)  0.008
H (0.657, 2.833, 3.140)  0.271
H (-0.426, 0.975, 2.293)  0.828
H (-3.421, 2.333, -2.505)  0.384
H (-5.013, 0.368, -2.758)  0.392
H (-5.417, -1.964, -3.561)  0.432
H (-3.456, -3.293, -4.381)  0.443
H (-1.229, -2.206, -4.445)  0.596
H (-0.681, 5.471, -1.374)  0.472
H (0.348, 7.489, -0.348)  0.409
H (1.326, 7.341, 1.926)  0.394
H (1.257, 5.210, 3.168)  0.392
F (-5.436, -1.002, 2.772)  -0.409
C (-4.880, -1.954, 1.971)  0.185
C (-3.952, -1.612, 1.034)  -0.630
C (-3.380, -2.627, 0.267)  0.381
C (-2.260, -2.256, -0.636)  1.385
O (-2.009, -1.071, -0.818)  -0.545
C (-1.543, -3.366, -1.216)  -0.009
C (-2.057, -4.604, -1.084)  -0.597
N (-3.176, -4.928, -0.352)  0.336
C (-3.574, -6.303, -0.241)  -0.369
C (-3.710, -7.087, -1.507)  -0.892
C (-4.938, -6.685, -0.742)  -0.423
C (-3.774, -3.960, 0.426)  0.393
C (-4.719, -4.284, 1.413)  -0.659
C (-5.249, -3.288, 2.194)  -1.603
N (-6.116, -3.622, 3.302)  0.647
C (-7.500, -3.183, 3.163)  -0.513
C (-8.246, -3.596, 4.444)  -0.731
N (-7.448, -4.688, 5.095)  -0.136
C (-6.150, -4.156, 5.651)  -0.900
C (-5.560, -3.212, 4.599)  -0.398
C (-0.214, -3.212, -1.969)  0.020
O (-0.024, -4.026, -2.887)  -0.815
O (0.532, -2.323, -1.502)  -0.594
H (-3.611, -0.594, 0.889)  0.638
H (-1.567, -5.426, -1.590)  0.672
H (-3.192, -6.825, 0.631)  0.479
H (-3.401, -8.122, -1.489)  0.243
H (-3.500, -6.563, -2.428)  0.297
H (-5.486, -7.445, -0.202)  0.304
H (-5.538, -5.886, -1.157)  0.207
H (-5.006, -5.308, 1.611)  0.478
H (-7.929, -3.675, 2.291)  0.411
H (-7.598, -2.101, 3.036)  0.396
H (-9.247, -3.971, 4.247)  0.384
H (-8.310, -2.785, 5.167)  0.334
H (-7.199, -5.360, 4.366)  0.399
H (-7.985, -5.162, 5.818)  0.303
H (-5.512, -5.019, 5.830)  0.408
H (-6.375, -3.666, 6.595)  0.374
H (-4.478, -3.315, 4.581)  0.456
H (-5.788, -2.168, 4.830)  0.373

**Energy**: -3021.20489 a.u.
**HOMO-LUMO gap**: 3.8 eV
**Charge**: 0
**2S+1**: 1
**Relative energy (zero: lowest compared OMol25 entry of this formula, charge and spin)**: 98.17 kJ/mol

---

(2)
Below is one molecule with the formula C4H9NO in a non-equilibrium geometry, with properties calculated with wB97M-V/def2-TZVPD.

Last column: natural (NBO) charge in e.
CARTESIAN COORDINATES (ANGSTROEM)
C (1.025, -0.515, -1.182)  -0.396
C (0.568, 0.114, -0.088)  0.134
C (1.444, 0.851, 0.882)  -0.636
N (-0.795, 0.298, 0.151)  -0.165
C (-1.506, -0.870, 0.621)  -0.422
O (-1.352, 0.563, -1.347)  -0.656
H (0.379, -1.107, -1.806)  0.209
H (2.063, -0.448, -1.468)  0.198
H (2.494, 0.703, 0.641)  0.216
H (1.265, 0.516, 1.897)  0.215
H (1.226, 1.918, 0.832)  0.220
H (-1.388, -1.747, -0.029)  0.187
H (-2.563, -0.618, 0.693)  0.212
H (-1.127, -1.108, 1.617)  0.211
H (-1.733, 1.450, -1.415)  0.470

**Energy**: -287.69423 a.u.
**HOMO-LUMO gap**: 10.0 eV
**Charge**: 0
**2S+1**: 1
**Relative energy (zero: lowest compared OMol25 entry of this formula, charge and spin)**: 362.89 kJ/mol
**Structure (SMILES)**: C=C(C)N(C)O

---

(3)
Below is C33H42BiCl5FIN3OP2Si as an isolated structure, with properties calculated with wB97M-V/def2-TZVPD.

Last column: Mulliken charge in e.
CARTESIAN COORDINATES (ANGSTROEM)
Bi (0.663, 0.093, 0.041)  0.610
C (-3.113, -1.784, -2.705)  -1.521
P (-2.031, -0.451, -2.051)  1.560
C (-3.220, 0.956, -2.084)  -1.717
C (-1.020, 0.036, -3.502)  1.420
C (-1.688, 0.065, -4.818)  -1.259
C (-1.031, 0.140, -5.978)  -0.738
C (0.419, 0.059, -6.001)  -1.100
C (1.113, -0.157, -4.877)  -1.337
C (0.542, -0.169, -3.506)  1.749
P (1.625, -1.206, -2.215)  1.479
C (2.220, -2.374, -3.510)  -1.998
C (2.981, 0.105, -2.280)  -1.513
H (-3.824, -1.415, -3.449)  0.500
H (-3.671, -2.222, -1.875)  0.396
H (-2.489, -2.562, -3.138)  0.423
H (-3.788, 1.016, -3.013)  0.572
H (-2.675, 1.888, -1.932)  0.331
H (-3.918, 0.842, -1.252)  0.446
H (-2.770, -0.004, -4.831)  0.132
H (-1.578, 0.175, -6.912)  0.397
H (0.935, 0.074, -6.954)  0.406
H (2.177, -0.334, -4.964)  0.352
H (3.221, -2.109, -3.857)  0.294
H (1.527, -2.387, -4.348)  0.495
H (2.224, -3.368, -3.088)  0.563
H (2.878, 0.756, -3.147)  0.560
H (3.949, -0.398, -2.313)  0.428
H (2.997, 0.750, -1.396)  0.275
C (-0.924, -2.513, 3.753)  -1.263
Si (-0.878, -2.567, 1.868)  0.165
C (0.674, -3.527, 1.539)  -0.620
C (-2.256, -3.616, 1.165)  -1.052
N (-0.974, -0.938, 1.206)  0.984
C (-2.133, -0.203, 1.442)  0.181
C (-3.184, -0.696, 2.258)  -0.833
C (-4.346, 0.000, 2.545)  -1.289
C (-4.567, 1.264, 2.026)  -0.796
C (-3.588, 1.791, 1.202)  -0.105
C (-2.439, 1.081, 0.930)  0.055
F (-1.566, 1.727, 0.111)  -0.488
H (-1.054, -3.528, 4.141)  0.397
H (-1.688, -1.879, 4.200)  0.373
H (0.049, -2.155, 4.102)  0.231
H (0.431, -4.548, 1.853)  0.522
H (1.519, -3.192, 2.139)  0.127
H (0.955, -3.561, 0.490)  0.029
H (-2.133, -4.646, 1.513)  0.430
H (-2.140, -3.617, 0.077)  0.176
H (-3.268, -3.292, 1.400)  0.376
H (-3.083, -1.674, 2.690)  0.609
H (-5.086, -0.467, 3.184)  0.385
H (-5.471, 1.818, 2.240)  0.374
H (-3.688, 2.765, 0.739)  0.477
Cl (2.676, -0.293, 2.970)  -0.245
C (3.113, -1.340, 1.631)  0.512
C (2.396, -1.271, 0.463)  -1.136
C (2.715, -2.033, -0.663)  -0.614
Cl (-0.175, -2.969, -1.926)  -0.400
C (3.751, -2.954, -0.506)  0.488
Cl (4.268, -4.034, -1.784)  -0.231
C (4.451, -3.076, 0.704)  0.155
Cl (5.711, -4.249, 0.886)  -0.223
C (4.154, -2.247, 1.781)  0.436
Cl (5.040, -2.357, 3.262)  -0.224
I (4.771, 5.982, -0.902)  0.072
C (3.329, 4.627, -0.355)  -0.759
C (3.176, 4.035, 0.877)  -0.223
N (2.112, 3.221, 0.769)  0.560
N (1.570, 3.238, -0.453)  -0.353
C (2.294, 4.096, -1.151)  -0.292
H (3.737, 4.131, 1.790)  0.493
H (1.694, 2.613, 1.472)  0.117
H (2.073, 4.283, -2.188)  0.464
C (-0.059, 1.150, -3.153)  -1.513
H (0.061, 1.948, -3.880)  0.216
H (-0.052, 1.492, -2.124)  -0.140
C (-0.355, 2.391, 5.156)  -0.764
C (-0.381, 3.811, 4.547)  -0.695
C (-0.410, 3.540, 3.045)  -0.300
O (0.298, 2.317, 2.893)  0.223
C (-0.210, 1.476, 3.932)  0.029
H (-1.270, 2.165, 5.704)  0.381
H (0.482, 2.273, 5.843)  0.268
H (0.523, 4.360, 4.813)  0.240
H (-1.239, 4.398, 4.874)  0.349
H (0.080, 4.297, 2.433)  0.448
H (-1.438, 3.411, 2.687)  0.019
H (0.480, 0.644, 4.060)  0.126
H (-1.181, 1.079, 3.628)  -0.133

**Energy**: -5407.52106 a.u.
**HOMO-LUMO gap**: 5.8 eV
**Charge**: -1
**2S+1**: 1
**Relative energy (zero: lowest compared OMol25 entry of this formula, charge and spin)**: 74.79 kJ/mol

---

(4)
Below is one molecule with the formula C6H10 in a non-equilibrium geometry, with properties calculated with wB97M-V/def2-TZVPD.

Last column: natural (NBO) charge in e.
CARTESIAN COORDINATES (ANGSTROEM)
C (1.537, -0.341, 0.701)  -0.638
C (0.543, -1.010, -0.203)  -0.180
C (-1.211, -0.774, -0.247)  -0.297
C (-1.380, 0.714, 0.122)  -0.439
C (-0.400, 1.127, -1.009)  -0.412
C (-0.168, -0.362, -1.298)  -0.245
H (1.949, -1.031, 1.446)  0.220
H (1.120, 0.519, 1.227)  0.221
H (2.363, 0.013, 0.075)  0.221
H (0.769, -2.054, -0.439)  0.225
H (-0.706, -1.477, 0.518)  0.280
H (-2.397, 1.092, -0.048)  0.220
H (-1.112, 0.968, 1.150)  0.195
H (0.491, 1.695, -0.711)  0.202
H (-0.879, 1.654, -1.836)  0.215
H (-0.067, -0.778, -2.294)  0.210

**Energy**: -234.46356 a.u.
**HOMO-LUMO gap**: 8.9 eV
**Charge**: 0
**2S+1**: 1
**Relative energy (zero: lowest compared OMol25 entry of this formula, charge and spin)**: 364.82 kJ/mol
**Structure (SMILES)**: C[C@H]1[C@H]2CC[C@@H]12

---

(5)
Below is one molecule with the formula C4H10N2O in a non-equilibrium geometry, with properties calculated with wB97M-V/def2-TZVPD.

Last column: natural (NBO) charge in e.
CARTESIAN COORDINATES (ANGSTROEM)
C (-0.191, 0.238, -1.472)  -0.344
N (-0.646, 1.055, -0.416)  -0.094
C (0.395, 1.068, 0.681)  0.260
N (-0.528, 0.540, 1.801)  -0.780
O (1.491, 0.497, 0.390)  -0.677
C (-0.637, -1.234, -1.127)  -0.356
C (0.214, -1.902, -0.031)  -0.620
H (0.885, 0.282, -1.635)  0.255
H (-0.693, 0.620, -2.407)  0.223
H (0.583, 2.076, 1.021)  0.291
H (-0.617, 1.070, 2.684)  0.372
H (-1.382, 0.778, 1.381)  0.360
H (-1.677, -0.988, -0.705)  0.210
H (-0.589, -1.833, -2.172)  0.234
H (-0.067, -3.013, 0.054)  0.199
H (1.218, -1.761, -0.234)  0.226
H (-0.058, -1.394, 0.882)  0.241

**Energy**: -342.93291 a.u.
**HOMO-LUMO gap**: 6.0 eV
**Charge**: 0
**2S+1**: 1
**Relative energy (zero: lowest compared OMol25 entry of this formula, charge and spin)**: 705.10 kJ/mol